Here is one molecule with the formula C17H20N4O6 at a distorted geometry from the OMol25 dataset. Energies are from ωB97M-V/def2-TZVPD.

Positions of all 47 atoms, in Å:
C: 3.2185 -2.8612 -2.7608
C: 2.4471 -1.7738 -2.0843
C: 2.7648 -1.3798 -0.8079
C: 2.0469 -0.3690 -0.1515
N: 2.4240 -0.0151 1.0937
C: 1.7546 0.9043 1.7074
C: 2.1656 1.3159 3.0754
O: 3.1213 0.8806 3.6692
N: 1.3381 2.2694 3.6106
C: 0.1830 2.8254 3.0394
O: -0.4882 3.6014 3.6741
N: -0.1298 2.4456 1.7699
C: 0.5989 1.5601 1.1409
N: 0.2512 1.2221 -0.1324
C: -0.8795 1.8972 -0.7308
C: -2.1876 1.0693 -0.7757
O: -3.1712 1.8485 -1.4035
C: -2.6991 0.6065 0.6083
O: -2.8319 1.6738 1.5007
C: -1.8826 -0.5756 1.2108
O: -1.1480 -0.1799 2.3457
C: -2.8019 -1.7475 1.5963
O: -2.0544 -2.8255 2.0871
C: 0.9564 0.2576 -0.8119
C: 0.6566 -0.1402 -2.1165
C: 1.3790 -1.1317 -2.7514
C: 1.0259 -1.5252 -4.1483
H: 3.6735 -2.4959 -3.6803
H: 2.5616 -3.6896 -3.0224
H: 4.0030 -3.2339 -2.1088
H: 3.5782 -1.8330 -0.2640
H: 1.5533 2.5835 4.5509
H: -1.0546 2.8048 -0.1471
H: -0.6326 2.1874 -1.7544
H: -2.0546 0.1839 -1.4065
H: -3.5136 2.4754 -0.7511
H: -3.7249 0.2516 0.4401
H: -1.9561 2.0825 1.6772
H: -1.1424 -0.9475 0.4945
H: -1.7480 0.3291 2.9138
H: -3.5259 -1.3982 2.3492
H: -3.3447 -2.1118 0.7224
H: -1.4038 -2.4703 2.7083
H: -0.1538 0.3241 -2.6548
H: 0.7704 -2.5826 -4.1925
H: 1.8744 -1.3654 -4.8124
H: 0.1828 -0.9474 -4.5170

Total energy, eV: -36200.4131
Multiplicity: 1
Kohn-Sham gap, eV: 7.520
Structure (SMILES): Cc1cc2nc3c(=O)[nH]c(=O)nc-3n(C[C@H](O)[C@H](O)[C@@H](O)CO)c2cc1C
HOMO level, eV: -8.9